The following is a quantum chemistry calculation of a cluster of 17 separate species, C60H144N21O35P5 in total in a non-equilibrium geometry, from OMol25.

Net charge: -1
Multiplicity: 2
Calculated total energy: -7862.2748 Ha
Expectation value of S²: 0.754

```
265
Properties=species:S:1:pos:R:3:forces:R:3:mulliken_spin:R:1
C 0.014824 -5.707769 -2.602597 -0.170 -0.873 0.342 -0.0001
N -1.081746 -6.731109 -2.818117 2.419 -1.122 0.075 0.0000
O -2.201796 -6.344949 -2.803627 -2.171 0.738 -0.087 0.0000
O -0.736596 -7.894499 -3.018427 -0.235 0.976 0.079 0.0000
H 0.103114 -5.195159 -3.560477 0.231 0.075 0.206 0.0003
H 0.866254 -6.309859 -2.285367 0.092 0.335 -0.456 -0.0001
H -0.260426 -5.035019 -1.790347 -0.232 0.112 -0.316 0.0001
C 3.121094 3.048451 -3.719347 -0.795 -0.049 0.496 -0.1075
N 2.265884 4.117101 -3.267907 3.199 -0.766 -2.600 0.4092
O 2.827054 5.235941 -3.237857 0.482 2.694 0.776 0.2696
O 1.126184 3.839331 -2.892247 -3.738 -0.788 1.554 0.1611
H 3.321604 2.535691 -2.778617 0.691 -0.813 0.017 0.1213
H 4.029094 3.434141 -4.182907 -0.271 -0.117 0.060 0.0163
H 2.522084 2.411351 -4.370027 0.355 -0.308 -0.116 0.0382
C -4.315546 -3.739189 -1.319887 -0.204 0.825 0.776 0.0000
N -5.122826 -4.903379 -1.758497 0.487 0.438 -0.787 0.0000
O -4.879216 -5.965859 -1.240017 -0.320 -0.278 0.270 0.0000
O -5.917246 -4.712449 -2.668997 0.119 -0.217 0.554 0.0000
H -4.737906 -3.325369 -0.404207 -0.462 -0.239 0.006 0.0000
H -4.411306 -2.940709 -2.055667 0.462 -0.376 -0.140 -0.0003
H -3.320806 -4.047869 -0.998457 -0.022 -0.100 -0.823 0.0002
C -3.251226 -4.961819 -6.144537 -1.123 0.783 1.364 0.0000
N -2.564556 -3.810539 -5.487937 2.489 1.152 -0.578 0.0000
O -1.344646 -3.788049 -5.617397 0.019 -0.595 0.037 0.0001
O -3.135156 -2.892249 -4.937257 -1.150 -1.088 -0.209 0.0000
H -2.664806 -5.439369 -6.929497 -0.033 0.579 0.175 0.0000
H -4.191716 -4.472899 -6.398607 -0.133 -0.726 -0.543 0.0000
H -3.418486 -5.639969 -5.307727 -0.153 -0.249 -0.165 0.0000
C 7.046144 0.216361 -3.124937 0.520 -1.107 0.273 0.0027
N 6.203984 0.109441 -4.335337 -0.476 1.756 0.902 0.0150
O 5.223204 0.854001 -4.306527 0.761 -1.182 -0.763 -0.0143
O 6.529924 -0.682129 -5.184997 -0.429 -0.333 -0.649 0.0084
H 7.880834 -0.479769 -3.207357 0.000 0.173 -0.283 -0.0017
H 6.386724 -0.209109 -2.368467 0.141 0.681 0.454 0.0086
H 7.413874 1.230791 -2.970647 -0.568 -0.112 0.088 -0.0006
C -7.039136 0.405051 -0.047677 -0.757 0.615 -0.050 0.0000
N -5.642846 -0.151039 -0.111857 0.338 1.732 -0.043 0.0000
O -5.506196 -1.223159 0.435863 0.363 -0.707 0.179 0.0002
O -4.730926 0.497001 -0.623687 -1.527 -0.916 0.383 -0.0001
H -7.486306 0.419311 -1.041627 0.265 -0.331 -0.018 0.0000
H -7.103456 1.430631 0.315833 0.916 0.100 -0.097 0.0000
H -7.635876 -0.155269 0.672083 0.357 -0.405 -0.407 0.0000
C 4.090244 4.573881 1.835743 0.588 -0.359 1.573 0.0162
C 3.119964 5.151661 0.912933 -1.272 0.225 -1.229 -0.0268
C 1.616644 4.892451 1.256433 1.482 0.083 -0.121 -0.0856
O 1.027904 6.196411 1.235033 0.567 0.897 -0.146 0.0083
C 2.032064 7.169321 1.126263 -2.353 1.414 0.277 -0.0058
O 1.841944 8.381161 1.153623 0.236 -2.935 -0.019 0.0008
O 3.179264 6.570321 1.036493 1.860 0.659 -0.277 -0.0253
H 5.107424 4.855121 1.563073 0.019 -0.221 -0.067 -0.0014
H 3.970614 3.494531 1.929493 0.181 0.001 -0.263 -0.0018
H 3.891914 4.996031 2.820913 0.111 -0.048 0.309 0.0022
H 3.456604 4.900231 -0.092827 -0.717 0.116 -0.396 0.0833
H 1.647724 4.487171 2.267813 -0.675 0.017 0.103 0.0013
H 1.124234 4.209541 0.564153 -0.040 0.239 0.000 0.0414
C 5.770344 2.494991 4.855233 -0.519 -1.532 0.253 -0.0001
C 4.591724 1.419351 4.752403 3.126 1.705 0.281 -0.0015
C 3.604594 1.463651 5.896353 0.937 -1.346 0.638 -0.0002
O 2.393104 1.671471 5.278373 -2.486 1.283 -2.179 0.0008
C 2.536784 1.900201 3.919083 -1.592 -0.953 -1.620 -0.0006
O 1.639894 2.039801 3.066493 2.869 -0.112 3.371 -0.0002
O 3.850694 1.761841 3.617803 -1.749 0.365 -0.951 -0.0011
H 6.366084 2.547071 3.943923 -0.491 0.068 -0.289 0.0004
H 6.511404 2.157091 5.579623 -0.217 0.017 0.409 0.0000
H 5.387324 3.474241 5.142423 -0.040 -0.046 -0.120 0.0000
H 5.009204 0.424241 4.598873 0.107 0.039 0.005 0.0003
H 3.803684 2.178521 6.694743 -0.024 0.246 -0.235 0.0000
H 3.548374 0.462221 6.323053 0.098 0.039 0.435 0.0000
C 1.571314 -2.646149 -5.344527 -0.627 -0.300 0.766 0.0012
C 2.884334 -1.948489 -5.486117 -1.053 -0.590 1.219 0.0053
C 3.672574 -2.341329 -6.661977 0.991 0.045 -0.765 -0.0009
O 3.798724 -1.083119 -7.315857 1.941 -1.393 -2.873 0.0002
C 3.240894 -0.072579 -6.687587 0.438 0.940 0.116 0.0069
O 3.309044 1.077551 -6.999267 -0.275 -0.462 -0.149 -0.0002
O 2.634854 -0.568419 -5.636447 -1.197 0.624 1.917 -0.0072
H 0.846124 -2.452549 -6.134917 0.320 0.186 -0.226 0.0002
H 1.115234 -2.300939 -4.416677 -0.211 -0.192 0.049 -0.0017
H 1.699434 -3.726889 -5.283707 0.089 -0.083 0.073 0.0005
H 3.517404 -2.103159 -4.612387 -0.271 0.214 0.385 0.0015
H 3.266744 -3.135149 -7.289077 -0.584 0.502 -0.362 0.0001
H 4.627424 -2.758599 -6.342197 0.438 0.558 -0.246 -0.0002
C 2.278684 -4.740949 0.074613 0.599 0.309 1.022 0.0011
C 2.292084 -6.087729 0.780093 0.590 1.578 -0.553 -0.0004
C 1.841154 -6.177229 2.245913 1.503 1.846 -0.287 0.0003
O 0.858204 -7.147749 2.236243 -0.425 -0.357 0.937 0.0000
C 0.614044 -7.512249 0.987013 -2.974 -4.165 -0.777 0.0000
O -0.177776 -8.420489 0.727983 1.617 2.414 0.315 0.0000
O 1.344344 -6.862309 0.111063 -0.545 -0.920 -0.767 0.0000
H 1.392434 -4.120779 0.208983 -0.302 -0.349 -0.034 0.0007
H 2.454664 -4.885319 -0.991347 0.094 0.094 0.083 0.0012
H 3.087574 -4.163499 0.522213 0.194 0.169 -0.315 -0.0018
H 3.281704 -6.516259 0.621593 0.033 -0.329 0.120 0.0001
H 1.442604 -5.212499 2.559843 -0.205 0.052 0.194 -0.0002
H 2.692204 -6.419189 2.882523 -0.291 -0.297 0.174 0.0000
C -1.889846 -4.436179 1.354143 -0.956 -0.033 0.939 -0.0009
C -2.135426 -4.303589 2.889423 -0.016 -0.949 -1.868 0.0004
C -2.195236 -5.624759 3.668213 -1.031 0.602 0.309 0.0001
O -1.291676 -5.373729 4.725843 0.627 -1.028 1.512 0.0000
C -0.686236 -4.181439 4.664193 0.479 -0.803 -1.384 0.0001
O 0.132994 -3.769589 5.433783 -0.835 0.040 -0.569 0.0000
O -1.037376 -3.653539 3.456903 1.259 1.696 1.076 -0.0001
H -2.769486 -4.905009 0.913083 -0.269 0.146 0.006 0.0000
H -1.090036 -5.112349 1.052153 0.418 0.260 0.440 0.0005
H -1.770206 -3.432799 0.945463 0.243 -0.144 -0.210 0.0000
H -3.016776 -3.689239 3.073553 -0.156 0.005 -0.118 0.0000
H -2.003356 -6.524779 3.084053 0.687 0.094 0.121 0.0000
H -3.147376 -5.774669 4.177193 -0.252 0.012 -0.356 0.0000
C -4.807586 -2.078219 4.939173 -0.402 -0.280 -0.548 0.0002
C -5.342146 -1.438289 3.640913 0.927 0.234 0.584 0.0001
C -6.858266 -1.503649 3.417653 1.007 -0.785 0.536 0.0000
O -7.194446 -0.158319 3.098453 -1.025 -0.414 -0.953 0.0000
C -6.123426 0.668181 3.191503 -1.098 2.231 0.403 -0.0001
O -6.173186 1.874591 2.971883 0.366 -3.214 0.304 0.0000
O -5.127256 -0.034569 3.695253 1.469 1.472 0.464 -0.0001
H -5.269596 -3.058059 5.059773 -0.277 -0.024 0.116 0.0000
H -5.051816 -1.452049 5.797293 -0.137 -0.068 -0.079 0.0001
H -3.740296 -2.298089 4.964463 0.116 0.473 -0.317 0.0000
H -4.724936 -1.660399 2.770383 -0.407 -1.027 -0.103 -0.0002
H -7.379036 -1.850579 4.310153 -0.086 0.486 0.237 0.0000
H -7.049006 -2.282219 2.679053 -0.415 0.690 -0.673 0.0000
O 0.288154 -2.521249 -1.139747 0.280 -1.077 -0.632 -0.0010
P 0.126454 -1.077689 -0.946637 -1.408 2.991 0.348 0.0065
N 1.541364 -0.172699 -1.178147 -0.406 -0.602 1.502 0.0002
C 2.225944 -0.301959 -2.433367 0.132 -0.949 -0.892 -0.0728
C 1.751624 1.159171 -0.638377 0.450 0.736 0.525 -0.0855
N -0.461276 -0.696809 0.626513 0.284 0.560 -1.477 0.0012
C 0.409964 -0.791559 1.793723 0.399 -0.573 -0.988 -0.0033
C -1.886596 -0.527309 0.935153 0.625 0.444 -0.317 -0.0006
N -0.982566 -0.375699 -2.030957 -0.810 -0.931 0.247 0.0012
C -1.630846 -1.167859 -3.087977 0.584 -0.583 0.925 0.0014
C -1.305496 1.056291 -2.092937 1.409 -0.332 -0.067 -0.0299
H 3.294764 -0.098659 -2.367067 0.048 0.595 0.360 0.0399
H 1.788944 0.337281 -3.200517 0.110 0.089 -0.170 0.0021
H 2.251374 -1.332519 -2.787467 -0.606 -0.191 0.031 0.0138
H 1.153154 1.970691 -1.052357 -0.264 -0.098 -0.369 0.0334
H 2.776034 1.425841 -0.898287 0.127 0.099 -0.007 0.1219
H 1.713614 1.246551 0.447453 -0.315 -0.399 0.110 -0.0518
H 0.028424 -0.187869 2.617183 0.056 -0.164 0.003 0.0006
H 0.544144 -1.848649 2.023193 -0.281 -0.197 0.784 0.0011
H 1.421284 -0.474539 1.539083 -0.082 0.396 0.047 0.0010
H -2.519946 -0.491959 0.048743 0.247 -0.243 -0.051 -0.0005
H -2.239136 -1.297919 1.620703 -0.099 -0.278 0.071 0.0007
H -2.015236 0.437071 1.426593 -0.092 0.147 0.217 -0.0003
H -2.550246 -0.702639 -3.443457 0.116 0.157 0.097 -0.0004
H -0.962996 -1.366089 -3.926297 -0.075 0.145 -0.240 -0.0002
H -1.883776 -2.134679 -2.652797 -0.115 -0.178 -0.248 -0.0003
H -2.314686 1.279851 -2.438857 -0.283 -0.430 0.479 0.0003
H -0.659306 1.502021 -2.849147 0.225 0.541 0.150 0.0305
H -1.085846 1.475971 -1.111247 -0.233 0.389 -0.151 0.0085
O -1.172106 3.056291 7.751903 0.143 0.283 0.591 0.0000
P -1.806546 1.788511 7.383933 0.439 -1.993 -0.038 -0.0001
N -3.139366 1.398351 8.345403 1.280 3.151 -0.910 0.0000
C -3.928756 0.258661 8.121733 0.311 -1.391 0.756 -0.0001
C -3.284826 2.081181 9.624393 -1.317 0.126 0.343 0.0000
N -0.778566 0.418771 7.626523 0.739 0.138 -0.618 0.0000
C 0.489344 0.393071 8.475583 -1.947 1.161 -0.919 0.0001
C -0.993776 -0.861829 6.915353 0.219 0.354 0.978 -0.0001
N -2.340876 1.635881 5.794443 -0.450 0.348 1.040 0.0002
C -3.420826 2.513441 5.287143 0.051 -0.987 1.087 0.0000
C -1.461486 1.312391 4.719883 1.510 -0.168 -0.028 0.0002
H -4.852036 0.367021 8.690873 -0.206 -0.275 -0.286 0.0000
H -3.318726 -0.541299 8.541293 -0.552 -0.987 0.247 0.0000
H -4.095826 -0.034439 7.085253 -0.119 0.655 -0.087 0.0001
H -2.419596 2.593851 10.044693 0.164 -0.208 -0.582 0.0000
H -3.695146 1.433921 10.399493 0.524 -0.757 0.034 0.0000
H -4.114696 2.786361 9.578163 0.101 0.657 -0.281 0.0000
H 0.629244 1.405331 8.854883 0.183 0.073 -0.222 0.0000
H 0.385014 -0.227549 9.365553 -0.136 -0.430 -0.208 0.0000
H 1.340814 0.092371 7.865113 0.015 -0.079 0.034 0.0000
H -1.842176 -0.877749 6.231203 -0.073 0.322 0.238 0.0000
H -0.120866 -1.165919 6.337723 0.199 0.075 -0.057 0.0001
H -1.143226 -1.599909 7.703393 -0.119 -0.501 -0.205 0.0000
H -4.014576 1.901791 4.607843 0.008 0.360 -0.219 0.0001
H -4.048886 2.754341 6.144823 -0.112 0.401 -0.168 0.0000
H -3.015206 3.397321 4.794883 -0.115 0.065 0.049 -0.0002
H -2.008946 0.687001 4.014703 0.291 -0.019 -0.318 -0.0003
H -0.533396 0.853401 5.060573 -0.278 -0.712 0.174 0.0000
H -0.998036 2.181611 4.253223 -0.635 0.448 -0.490 0.0004
O 6.690534 -1.385099 3.843763 -0.962 -1.507 -1.535 -0.0001
P 5.870114 -2.208639 2.876143 -0.673 -0.202 -0.734 -0.0011
N 5.289004 -1.303169 1.554003 -1.769 -1.295 1.123 -0.0078
C 4.039054 -1.652979 0.839913 0.108 0.373 0.421 -0.0212
C 6.178504 -0.445709 0.846983 0.529 0.992 0.299 0.0032
N 4.442154 -2.928719 3.513403 -0.220 -0.036 -0.736 0.0007
C 4.357264 -4.281439 4.089143 1.176 0.832 -0.055 0.0004
C 3.376934 -2.076389 4.026273 1.088 1.183 -0.153 0.0008
N 6.669344 -3.513849 2.112963 1.840 -0.814 1.075 -0.0010
C 6.379114 -4.188089 0.830103 -1.767 0.778 1.104 -0.0002
C 7.979014 -3.976449 2.672843 -0.736 1.266 0.907 0.0001
H 3.327214 -2.152039 1.497423 0.204 0.085 0.013 -0.0004
H 4.161384 -2.296429 -0.031357 0.357 -0.082 -0.163 0.0002
H 3.569084 -0.732559 0.493433 -0.018 0.055 -0.035 0.0194
H 6.984474 -1.030589 0.403773 0.349 0.338 -0.285 0.0025
H 6.543514 0.339181 1.509413 0.664 -0.316 0.286 0.0030
H 5.682424 0.192151 0.115463 -0.386 -0.595 -0.383 0.0101
H 3.336534 -4.551659 4.359693 -0.094 0.223 -0.344 -0.0004
H 4.787644 -4.997029 3.388573 0.023 -0.168 0.196 0.0001
H 4.921764 -4.249309 5.021033 0.123 -0.613 0.194 0.0000
H 2.372444 -2.477539 3.891413 0.120 -0.124 -0.049 -0.0013
H 3.559464 -1.803429 5.065633 -0.263 -0.338 0.453 0.0001
H 3.483784 -1.120539 3.513413 -0.453 0.144 -0.247 -0.0002
H 6.874864 -5.154599 0.739643 0.721 0.527 -0.080 -0.0002
H 5.341274 -4.517669 0.878643 -0.428 0.227 -0.301 0.0002
H 6.463774 -3.494509 -0.006497 0.368 -0.368 -0.267 0.0016
H 8.147964 -5.051519 2.611343 -0.216 0.055 -0.394 0.0000
H 7.988684 -3.730429 3.734673 -0.008 -0.038 0.106 0.0001
H 8.808364 -3.393729 2.271943 0.154 -0.302 -0.392 -0.0001
O -5.025506 6.103431 0.052833 -0.373 -0.741 -0.702 -0.0001
P -3.607296 5.798801 -0.219377 1.781 -0.308 1.323 0.0003
N -2.614386 7.084241 0.246253 0.790 -1.442 -1.987 -0.0002
C -2.244676 7.253151 1.600213 -0.367 0.516 1.601 -0.0002
C -2.708806 8.334351 -0.496117 0.406 0.188 0.335 0.0000
N -3.125056 5.412571 -1.759157 -0.814 1.632 -0.578 0.0014
C -1.745096 5.541141 -2.292887 -0.825 -0.984 0.138 -0.0087
C -4.168606 4.794181 -2.572257 0.218 -0.126 0.235 -0.0006
N -3.046916 4.462661 0.695343 1.027 1.014 0.617 0.0034
C -3.890856 3.353061 1.078913 -1.123 0.771 -0.612 0.0004
C -1.598316 4.190301 0.761343 -1.004 -0.084 -0.551 -0.0253
H -2.116996 6.339591 2.180903 -0.161 -0.186 -0.421 0.0000
H -3.060166 7.807751 2.064423 -0.025 0.265 0.701 0.0000
H -1.324846 7.819761 1.744993 0.111 0.084 -0.396 0.0001
H -3.645206 8.837551 -0.255217 -0.279 0.110 -0.435 0.0000
H -2.499456 8.249901 -1.562487 -0.650 -0.411 -0.075 0.0000
H -1.916046 9.015851 -0.187607 0.166 -0.130 0.431 0.0000
H -1.271306 6.478591 -2.001657 0.093 -0.359 0.247 -0.0038
H -1.210556 4.635821 -2.005197 0.716 0.429 0.145 0.0345
H -1.754726 5.488961 -3.381597 -0.316 0.277 -0.028 0.0003
H -5.131606 5.280191 -2.415687 0.074 0.252 -0.142 0.0000
H -3.883796 4.823491 -3.623987 -0.088 -0.017 0.023 0.0001
H -4.327076 3.763041 -2.256447 0.071 -0.427 -0.264 0.0002
H -4.276826 2.849481 0.192613 0.024 -0.424 -0.157 0.0001
H -3.408736 2.598661 1.700633 0.262 0.327 0.156 -0.0003
H -4.771246 3.763341 1.573553 -0.012 -0.268 0.312 0.0000
H -1.337836 3.838001 1.759413 0.132 0.277 0.249 -0.0024
H -1.039136 5.078471 0.467103 0.040 -0.145 0.201 -0.0042
H -1.343786 3.373951 0.085403 0.215 -0.112 -0.287 0.0324
O -3.345986 2.528641 -8.103227 -0.023 -0.193 0.007 0.0000
P -1.947456 2.092081 -7.995837 3.567 -0.138 1.657 0.0002
N -0.799556 2.668971 -9.225237 -0.672 -1.179 1.559 -0.0003
C -0.676576 2.126751 -10.583137 -0.456 -0.001 0.964 0.0000
C -0.234476 4.004931 -9.122487 -1.409 0.753 0.811 0.0000
N -1.762326 0.384981 -7.895607 0.588 -0.305 -2.353 0.0000
C -0.519596 -0.398989 -7.997577 0.211 1.456 -0.086 0.0001
C -2.830636 -0.412419 -7.349397 -0.719 0.877 0.882 0.0003
N -1.167926 2.549011 -6.479637 -0.878 0.854 -1.542 -0.0034
C 0.250894 2.202511 -6.258147 -1.320 0.352 -0.216 0.0364
C -1.907856 3.175461 -5.362557 -0.041 -0.641 -1.097 0.0080
H 0.190144 2.618931 -11.024337 0.034 -0.354 -0.147 0.0001
H -1.560746 2.367371 -11.173427 -0.067 -0.033 -0.262 0.0000
H -0.551456 1.045001 -10.535557 0.077 0.014 -0.266 0.0000
H -0.706506 4.544921 -8.301687 0.026 -0.156 0.308 0.0001
H -0.569856 4.593411 -9.976487 0.417 0.031 -0.360 0.0000
H 0.835034 4.102751 -8.936297 0.185 -0.499 -0.363 0.0004
H 0.041124 -0.351179 -7.064087 -0.028 -0.463 0.203 -0.0002
H -0.738296 -1.426769 -8.287307 -0.024 0.063 0.034 -0.0001
H 0.155224 0.045261 -8.729267 -0.024 -0.023 -0.174 0.0001
H -3.774226 -0.232449 -7.864507 -0.074 0.113 0.181 0.0000
H -2.657806 -1.488439 -7.328987 0.454 0.102 -0.407 0.0000
H -2.888536 -0.114289 -6.302557 -0.750 -0.249 0.380 -0.0003
H 0.722394 2.933981 -5.601847 -0.058 0.093 -0.017 -0.0233
H 0.277694 1.229231 -5.768137 0.569 -0.159 -0.068 -0.0023
H 0.719114 2.234531 -7.241937 0.428 -0.433 0.294 0.0028
H -1.332786 3.933811 -4.831227 0.231 0.036 -0.278 -0.0048
H -2.193446 2.419001 -4.631597 -0.105 -0.101 0.213 -0.0060
H -2.815446 3.591811 -5.799627 -0.063 0.154 0.259 0.0000
```
Positions in Å, forces in eV/Å.